{"formula": "C4H7NO2", "method": "ωB97M-V/def2-TZVPD", "symbols": ["C", "C", "C", "O", "C", "O", "N", "H", "H", "H", "H", "H", "H", "H"], "xyz": [[1.86679, -1.19048, 0.45197], [0.98367, -0.03694, 0.68900], [0.71617, 0.74036, -0.58009], [-0.65563, 0.68600, -0.96150], [-1.51468, 0.03853, -0.11020], [-1.39580, -1.10915, 0.25023], [-2.51739, 0.88599, 0.20624], [2.31634, -1.30871, -0.54737], [2.60726, -1.34096, 1.24456], [1.14025, -2.01372, 0.59342], [0.93403, 1.79207, -0.32536], [1.31481, 0.47375, -1.46469], [-3.31067, 0.57254, 0.74217], [-2.48516, 1.81072, -0.18838]], "forces_ev_per_a": [[0.131, 0.152, 0.012], [0.111, -0.330, -0.120], [0.253, -0.055, -0.083], [-0.190, 0.218, 0.076], [-0.123, -0.054, 0.165], [0.147, 0.377, -0.175], [-0.189, -0.058, -0.054], [-0.011, 0.094, 0.153], [-0.160, 0.009, -0.020], [0.016, 0.127, 0.005], [0.151, -0.204, -0.037], [-0.165, -0.155, 0.064], [0.186, -0.001, -0.133], [-0.157, -0.120, 0.146]], "mulliken_charge": [-0.84, -0.21, -0.18, -0.37, 0.67, -0.55, -0.35, 0.29, 0.33, 0.26, 0.25, 0.26, 0.22, 0.22], "de_lowest_kcal_mol": 96.7, "mol_weight_g_mol": 101.1, "lumo_ev": -0.1, "orbital_gap_ev": 8.291, "homo_ev": -8.37}



{"formula": "C6H4O2", "method": "ωB97M-V/def2-TZVPD", "symbols": ["C", "C", "C", "O", "C", "C", "C", "O", "H", "H", "H", "H"], "xyz": [[-2.11721, -1.32824, -0.68291], [-1.14425, -0.93291, -0.12572], [-0.00296, -0.08522, 0.26940], [0.07883, -0.05419, 1.61859], [1.37169, -0.31262, -0.21381], [2.34335, -1.09813, -0.62415], [-0.39886, 1.40213, 0.11256], [0.01301, 2.14079, -0.78401], [-2.80472, -1.69803, -1.42304], [-0.26266, -0.89029, 2.07127], [3.41435, -1.46895, -0.57195], [-1.39226, 1.49440, 0.83487]], "forces_ev_per_a": [[-0.822, -0.690, -1.248], [1.578, 1.073, -0.819], [0.162, 0.979, -0.293], [-0.360, -2.199, 5.102], [5.271, -6.279, -3.516], [-3.525, 4.547, 3.091], [-2.351, 1.194, -3.223], [-1.097, -1.630, 3.261], [-0.111, -0.005, 0.699], [0.862, 1.602, -1.124], [-1.997, 0.602, -0.454], [2.389, 0.807, -1.477]], "mulliken_charge": [-0.08, -0.85, 1.74, -0.53, -0.61, -0.45, -0.08, -0.46, 0.42, 0.35, 0.31, 0.23], "de_lowest_kcal_mol": 133.2, "mol_weight_g_mol": 108.1, "lumo_ev": 0.1, "orbital_gap_ev": 10.022, "smiles": "C#CC(O)(C#C)C=O", "homo_ev": -9.97}